P:
33
Properties=species:S:1:pos:R:3:mulliken_charge:R:1 method="wB97M-V/def2-TZVPD" gap_ev="7.8129 / 5.8403" lumo_ev="-3.75 / -5.36" e_homo_ev="-11.6 / -11.2" charge=+1
N -0.701 1.981 -0.574 0.29
C 3.629 -0.766 -0.297 -0.41
C -2.740 1.798 0.660 -0.61
C 0.588 1.896 0.038 -0.65
C -1.047 -2.166 1.803 -1.18
C -0.817 1.655 -1.951 -0.73
C 2.432 -1.166 -0.770 -0.74
C 2.612 1.155 0.938 -1.26
C -1.656 1.262 0.294 0.03
C -0.757 -2.205 0.188 0.13
C -2.045 -1.779 -0.613 -1.06
C 1.300 -0.575 -0.198 0.83
C 3.651 0.324 0.675 -0.39
C 1.415 0.851 0.222 1.11
C 0.235 -1.243 0.004 -0.21
H -0.059 -2.058 2.308 0.36
H -0.548 -3.256 -0.183 0.41
H 2.617 1.954 1.641 0.41
H 4.536 -1.324 -0.467 0.42
H -1.757 -1.617 -1.702 0.31
H -0.307 2.417 -2.545 0.33
H -1.631 -1.317 1.910 0.32
H -3.565 1.596 1.352 0.32
H -3.163 2.765 0.166 0.19
H -0.903 2.925 -0.545 0.38
H -1.575 -3.107 2.087 0.36
H 4.502 0.254 1.397 0.32
H -2.538 -0.898 -0.144 0.13
H -0.278 0.720 -2.017 0.30
H -1.844 1.672 -2.152 0.35
H 0.899 2.829 0.606 0.27
H 2.460 -2.072 -1.478 0.32
H -2.947 -2.507 -0.654 0.35

Q:
33
Properties=species:S:1:pos:R:3:mulliken_charge:R:1 method="wB97M-V/def2-TZVPD" gap_ev=5.2413 lumo_ev=-5.59 e_homo_ev=-10.8 charge=+1
N -1.614 1.536 -0.947 0.07
C 2.210 -1.504 0.373 -1.48
C -1.695 0.191 -1.566 -0.46
C 0.016 -1.646 -0.527 1.23
C 0.326 -2.910 -1.213 -2.00
C -1.784 1.273 1.502 -0.41
C 1.805 0.975 1.625 -1.47
C -1.399 -1.061 -0.656 -0.98
C -0.608 0.564 1.962 -1.36
C -1.954 1.854 0.280 0.38
C 3.205 -0.915 1.047 -0.76
C 3.035 0.422 1.622 -0.82
C 0.651 0.377 0.906 1.80
C -1.521 2.712 -1.805 -1.01
C 0.889 -0.959 0.207 0.59
H 3.697 1.068 2.072 0.46
H -0.906 0.304 -2.453 0.41
H -0.528 -3.375 -1.786 0.37
H 1.614 1.939 1.883 0.56
H -2.455 1.732 2.226 0.43
H -2.776 0.096 -1.928 0.30
H -1.891 -0.745 0.246 0.39
H -1.597 3.653 -1.169 0.33
H 0.544 1.168 0.184 0.29
H 0.703 -3.576 -0.495 0.50
H 4.048 -1.535 1.253 0.40
H -0.472 2.618 -2.098 0.43
H -0.174 1.026 2.837 0.65
H 1.193 -2.917 -1.919 0.39
H -0.813 -0.441 2.238 0.51
H -2.033 2.529 -2.769 0.37
H -1.967 -1.999 -1.028 0.51
H 2.253 -2.451 -0.105 0.40

Quick one: least stable of them? P

P:
156
Properties=species:S:1:pos:R:3:mulliken_charge:R:1 method="wB97M-V/def2-TZVPD" gap_ev=10.0703 lumo_ev=-0.06 e_homo_ev=-10.1 smiles="C[C@H]1COC(=O)O1.C[C@H]1COC(=O)O1.C[C@H]1COC(=O)O1.C[C@H]1COC(=O)O1.C[C@H]1COC(=O)O1.C[C@H]1COC(=O)O1.C[C@H]1COC(=O)O1.C[C@H]1COC(=O)O1.C[C@H]1COC(=O)O1.C[C@H]1COC(=O)O1.C[C@H]1COC(=O)O1.C[C@H]1COC(=O)O1"
O 0.695 0.506 5.931 -0.37
O -1.903 -2.439 -5.910 -0.65
O -1.920 4.130 -0.670 -0.11
O -4.655 3.465 3.920 -0.38
O 1.917 -0.890 8.817 -0.61
O -0.202 3.661 -1.865 -0.18
O 3.720 -2.482 -1.988 0.00
O 0.603 2.396 4.893 -0.37
O -4.547 -5.392 -1.291 -0.35
O -2.136 -0.176 -3.804 0.09
O 3.925 -4.441 -2.932 -0.67
O -5.231 5.327 5.278 -0.62
O 3.680 2.457 2.876 -0.37
O 0.275 -1.839 -5.669 -0.34
O -2.400 -5.077 -1.238 -0.30
O -0.298 0.979 -3.581 -0.23
O -6.366 0.984 -0.135 -0.43
O -5.200 2.490 -1.408 -0.61
O 1.905 -1.696 2.652 -0.61
O -0.328 -3.699 -4.985 -0.37
O -4.465 0.299 -1.018 0.28
O 1.213 -1.374 0.573 0.19
O 3.095 -1.341 6.828 -0.39
O 4.982 2.293 -1.942 -0.14
O -3.719 -3.552 -0.334 -0.53
O -0.249 -1.351 2.040 -0.35
O 5.267 2.313 4.421 -0.39
O 5.838 -3.177 -2.113 -0.37
O 4.541 4.371 3.570 -0.57
O -4.292 5.430 3.182 -0.40
O -0.794 2.374 -0.122 -0.48
O 6.917 3.378 -1.479 -0.58
O 2.059 2.209 6.486 -0.64
O -2.248 1.932 -4.130 -0.28
O 1.459 -2.600 7.330 -0.42
O 5.120 4.440 -2.151 -0.40
C 5.918 -2.011 -1.310 0.69
C 4.200 -2.679 5.262 -1.60
C -0.187 -1.625 -1.399 -1.00
C -7.480 -1.140 0.526 -1.46
C -1.445 0.878 -3.876 0.12
C -5.313 1.315 -0.989 0.51
C 1.010 -1.417 1.824 0.09
C -6.185 -0.238 0.603 0.36
C 4.233 0.456 1.506 -0.94
C 6.746 -0.922 -1.958 -1.43
C -2.225 6.387 -1.325 -1.63
C -1.038 3.231 -0.898 0.30
C 0.128 -0.846 -0.130 1.17
C -0.760 -2.603 -5.539 0.79
C 4.511 -3.430 -2.423 0.33
C 4.447 -1.513 -1.154 1.42
C -3.431 0.095 -4.290 -0.31
C 5.170 0.993 3.900 0.03
C 1.144 1.694 5.885 0.67
C -3.611 -4.631 -0.885 0.56
C 2.930 -2.033 5.650 2.01
C 1.066 -3.685 -4.683 -0.07
C -0.194 0.214 4.778 2.89
C -3.533 1.549 -4.499 0.67
C 2.526 -1.568 -4.819 -0.93
C -1.669 -7.260 -1.800 -1.66
C -0.598 1.662 4.555 0.21
C 4.581 3.169 3.576 0.48
C 3.801 2.674 -2.728 0.00
C -2.525 -6.138 -2.144 0.76
C -2.066 4.974 -1.753 0.61
C -0.758 4.749 -2.515 -0.63
C -4.732 4.736 4.253 0.54
C 1.776 -2.988 5.985 -0.29
C -1.290 -0.595 5.398 -1.67
C -4.984 -0.768 -0.256 -0.31
C -3.703 4.514 2.295 -0.17
C -3.503 3.321 3.087 0.48
C 5.771 3.328 -1.822 0.48
C -3.585 2.044 2.243 -0.95
C -3.596 1.909 -5.973 -1.47
C -0.977 -1.003 0.908 1.32
C 2.188 -1.524 7.773 0.76
C -4.063 -6.408 -2.046 -0.41
C 4.055 1.064 2.883 2.03
C 2.548 1.800 -2.222 0.36
C 3.781 4.138 -2.410 -0.32
C 1.504 -2.529 -5.502 0.13
H 3.393 4.544 -3.344 0.33
H 0.296 0.227 -0.216 -0.22
H -0.238 -2.713 -1.398 0.59
H -0.675 -6.821 -1.879 0.36
H -0.963 -1.631 5.481 0.25
H 0.488 -1.356 -2.212 -0.58
H 2.113 1.143 -2.975 0.09
H 4.079 -1.346 -0.142 -0.79
H 3.082 4.245 -1.581 0.33
H -4.411 -1.225 0.551 0.12
H 1.754 2.425 -1.812 -0.09
H 1.494 -4.644 -4.977 0.37
H -5.270 -1.533 -0.978 0.37
H 1.268 -3.498 -3.628 0.02
H 3.338 0.390 3.352 -1.23
H 5.007 -1.960 5.122 0.38
H -7.862 -1.271 -0.486 0.37
H 2.522 -1.384 4.874 -0.86
H -0.020 5.541 -2.385 0.44
H -2.234 -5.843 -3.153 0.08
H -5.821 -0.087 1.619 0.24
H 3.497 -2.061 -4.880 0.43
H 1.711 -2.797 -6.538 0.44
H -2.558 3.195 3.617 0.09
H 4.348 -0.519 -1.590 -0.54
H 4.246 -3.187 4.299 0.27
H -4.453 1.908 1.599 0.48
H -1.482 1.921 5.138 0.23
H 4.443 -3.379 6.061 0.44
H -3.648 1.085 2.758 0.41
H -2.850 4.575 -2.396 0.08
H -1.822 -7.798 -0.864 0.39
H 2.209 -1.317 -3.807 -0.25
H -3.250 6.720 -1.163 0.36
H -4.397 -6.268 -3.074 0.33
H -2.666 2.026 1.658 -0.20
H 4.081 2.412 -3.748 0.48
H -2.791 4.983 1.925 0.22
H 2.066 -4.022 5.795 0.35
H -4.612 1.705 -6.311 0.47
H -3.703 -0.394 -5.226 0.20
H -1.009 4.365 -3.504 0.23
H -1.481 -0.042 1.014 -0.58
H 0.351 -0.112 3.892 -1.26
H 6.507 -0.925 -3.022 0.38
H 6.491 0.111 -1.722 0.31
H -1.613 6.604 -0.449 0.37
H -3.403 2.960 -6.189 0.31
H -2.063 -0.654 4.632 0.28
H -1.616 -1.864 0.714 -0.08
H 3.242 0.336 1.069 -0.29
H -4.462 4.439 1.517 0.22
H 6.273 -2.142 -0.288 0.37
H -1.637 -0.332 6.397 0.39
H -7.377 -2.179 0.841 0.38
H 2.810 1.110 -1.421 -0.46
H 4.897 0.255 4.654 0.08
H 4.876 1.172 0.993 0.24
H -1.714 -8.043 -2.558 0.41
H 2.603 -0.659 -5.416 0.52
H -4.386 1.889 -3.912 0.10
H -2.916 1.247 -6.510 0.33
H 7.771 -1.188 -1.700 0.38
H -1.798 7.046 -2.081 0.45
H -4.016 -0.123 -3.396 -0.05
H 4.682 -0.535 1.569 0.50
H 0.815 -2.912 5.476 -0.09
H -8.301 -0.910 1.205 0.38
H -0.863 1.761 3.503 -0.29
H -4.229 -7.365 -1.552 0.32
H 6.114 0.708 3.435 0.27
H -1.107 -1.254 -1.850 0.08

Q:
156
Properties=species:S:1:pos:R:3:mulliken_charge:R:1 method="wB97M-V/def2-TZVPD" gap_ev=9.4611 lumo_ev=-0.46 e_homo_ev=-9.9 smiles="C[C@H]1COC(=O)O1.C[C@H]1COC(=O)O1.C[C@H]1COC(=O)O1.C[C@H]1COC(=O)O1.C[C@H]1COC(=O)O1.C[C@H]1COC(=O)O1.C[C@H]1COC(=O)O1.C[C@H]1COC(=O)O1.C[C@H]1COC(=O)O1.C[C@H]1COC(=O)O1.C[C@H]1COC(=O)O1.C[C@H]1COC(=O)O1"
O -0.069 1.732 -3.675 0.40
O 2.678 6.711 0.497 -0.48
O -2.030 2.313 -4.523 -0.39
O -2.441 8.079 -0.241 -0.40
O -3.462 5.259 3.621 -0.56
O 3.552 2.298 -4.720 -0.43
O 0.903 -3.004 1.991 0.04
O 0.937 1.717 -0.681 -0.55
O -4.444 -2.300 0.234 -0.38
O -3.614 -2.411 3.365 -0.27
O 0.045 -1.876 -5.305 -0.48
O 1.806 -4.594 0.695 -0.06
O 3.859 4.165 -3.475 -0.52
O 2.207 0.172 5.410 -0.39
O -3.011 6.335 -1.480 -0.25
O 7.403 -3.092 3.631 -0.54
O 1.381 -1.293 -3.585 -0.39
O -1.076 1.260 0.165 -0.47
O 2.275 6.281 -1.638 -0.43
O 4.052 7.537 -1.093 -0.57
O 1.775 -1.858 4.627 -0.16
O -2.755 -3.299 5.212 -0.44
O -1.562 7.843 -2.297 -0.53
O -1.319 4.600 3.379 -0.39
O -2.787 3.256 4.350 -0.38
O 6.010 -4.134 2.210 -0.41
O 5.506 -2.097 2.939 -0.55
O -1.932 0.453 -3.316 -0.51
O -0.384 -4.518 0.927 -0.10
O -6.117 -3.180 -0.965 -0.39
O -4.070 -4.035 -1.142 -0.13
O -0.414 -2.608 -3.269 -0.03
O -4.640 -2.090 5.356 -0.56
O -0.538 3.379 -0.287 -0.14
O 3.728 2.141 -2.533 -0.27
O 1.211 -0.033 3.420 -0.13
C 0.750 3.520 3.876 -1.30
C 4.009 -1.334 1.153 -1.61
C 0.189 2.890 -4.496 -0.41
C 0.861 0.281 -0.644 1.94
C -1.383 -2.033 -5.318 0.81
C -2.289 7.465 -1.436 0.66
C 1.313 5.515 -0.936 1.37
C -3.877 6.201 -0.333 0.27
C 4.396 -2.452 2.086 1.81
C 3.624 0.877 -4.479 0.85
C 2.575 -0.684 6.472 -0.63
C 0.322 6.539 1.138 -0.77
C -0.665 3.322 3.372 2.26
C -1.559 2.514 4.320 -0.19
C 2.101 -6.775 -0.227 -1.61
C -3.311 7.309 0.588 -0.30
C -0.175 -5.551 -0.039 -0.47
C -1.455 -5.115 4.361 -1.42
C 1.538 5.854 0.547 0.89
C 4.863 0.385 -5.199 -1.66
C 6.406 -3.102 2.988 0.62
C -1.809 -2.748 -6.579 -1.57
C -1.580 -2.865 -4.034 -0.22
C 1.338 -5.485 -0.321 0.59
C 1.683 -0.523 4.393 0.35
C 0.769 -3.933 1.266 -0.22
C 3.737 2.991 -3.579 0.56
C -2.605 4.435 3.717 0.53
C -1.208 3.458 -4.782 0.41
C -3.630 4.797 0.189 -0.87
C -0.261 2.220 -0.310 0.37
C -4.665 -6.203 -2.078 -1.56
C 3.780 0.777 -2.937 0.16
C -3.766 -2.549 4.703 0.42
C 4.898 -3.738 1.428 0.09
C -0.341 0.029 0.235 1.66
C -4.830 -4.720 -2.159 0.79
C -1.185 -1.095 -0.293 -0.28
C 2.360 -2.101 5.908 0.47
C -1.368 1.375 -3.840 0.03
C -4.842 -3.109 -0.532 0.44
C -2.672 -3.364 2.910 0.42
C 3.681 -2.818 5.725 -1.55
C 3.092 6.912 -0.781 0.45
C -6.257 -4.147 -1.994 -0.44
C 0.430 -1.857 -4.014 0.30
C -1.839 -3.658 4.181 1.68
C -1.569 4.603 -3.877 -1.15
H 1.704 -2.680 6.554 0.27
H -3.742 4.070 -0.614 0.31
H -1.732 1.479 4.025 0.23
H -2.324 -5.746 4.191 0.41
H 0.428 6.663 2.217 0.40
H -4.944 6.365 -0.466 0.35
H -1.174 2.439 5.342 0.24
H -1.032 -5.231 5.358 0.39
H 2.711 0.434 -4.870 0.12
H -0.530 5.885 0.950 -0.16
H -2.595 4.940 -4.031 0.48
H -4.887 -6.573 -1.073 0.37
H 0.201 7.519 0.677 0.37
H 3.627 -0.478 1.704 0.32
H 0.781 3.571 -3.887 0.08
H 4.818 0.528 -6.279 0.37
H 0.300 5.659 -1.308 -0.48
H -0.073 -0.173 1.274 -0.66
H 5.731 0.966 -4.880 0.39
H -0.958 -3.011 4.130 -0.56
H -3.665 -6.536 -2.349 0.32
H -6.588 -3.678 -2.918 0.30
H -1.995 -1.355 0.388 0.17
H -1.273 3.765 -5.825 0.40
H 1.399 -5.010 -1.304 0.12
H 4.794 0.436 -2.716 0.28
H 3.556 -3.644 5.014 0.26
H 4.125 -3.213 6.637 0.50
H -6.969 -4.924 -1.714 0.31
H 3.554 -2.649 2.755 -0.67
H -2.770 6.952 1.463 0.16
H 5.215 -3.584 0.393 0.25
H -4.432 4.607 0.915 0.55
H -1.422 4.427 -2.811 -0.17
H -1.680 -3.932 -4.249 0.41
H -2.880 -2.672 -6.771 0.35
H -4.143 7.935 0.914 0.37
H 0.706 -0.059 -1.669 -0.83
H 1.781 -0.128 -0.233 -0.71
H 1.290 2.572 3.764 0.05
H 5.009 -0.677 -4.991 0.39
H 4.100 -4.475 1.442 0.10
H 3.045 0.171 -2.421 -0.16
H -0.500 -6.516 0.354 0.34
H 4.447 -2.212 5.232 0.39
H 1.725 -7.510 -0.939 0.43
H -5.377 -6.731 -2.718 0.41
H -1.545 -3.803 -6.533 0.38
H 3.255 -1.693 0.451 0.09
H 4.877 -1.043 0.556 0.41
H -0.645 2.877 2.376 -1.17
H -2.504 -2.553 -3.543 -0.04
H -4.439 -4.286 -3.086 0.02
H 0.724 2.591 -5.396 0.27
H 0.770 3.702 4.951 0.52
H 1.803 4.936 1.071 -0.16
H -0.605 -2.018 -0.419 -0.36
H -1.515 -0.887 -1.311 -0.03
H 1.520 4.463 -1.136 -0.52
H -3.099 -4.304 2.551 0.27
H -0.779 -5.293 -0.906 0.16
H -2.719 4.621 0.756 -0.25
H 3.159 -6.630 -0.444 0.38
H 1.988 -0.495 7.375 0.30
H -0.943 5.450 -4.175 0.47
H 3.605 -0.496 6.776 0.35
H -0.654 -5.353 3.657 0.18
H 2.021 -7.159 0.791 0.36
H -1.996 -2.967 2.160 -0.47
H -1.317 -2.267 -7.425 0.39
H 1.300 4.261 3.303 0.21
H -1.854 -1.059 -5.198 0.01

Quick one: least stable of them? P

P:
38
Properties=species:S:1:pos:R:3:mulliken_charge:R:1 method="wB97M-V/def2-TZVPD" gap_ev=9.9116 lumo_ev=0.42 e_homo_ev=-9.5 smiles="CCCC[C@@H](C(=O)O)[C@H](C)CC(=O)Nc1nncs1"
S 6.371 -0.028 -0.214 -0.14
O 2.343 -2.845 -0.137 -0.62
O -0.497 1.759 1.564 -0.57
O 0.363 2.261 -0.429 -0.44
N 4.030 1.018 -0.095 0.33
N 4.879 2.034 -0.095 -0.96
N 3.998 -1.352 -0.162 -0.06
C -0.710 0.167 -0.252 0.76
C 6.108 1.694 -0.152 -0.11
C 4.602 -0.138 -0.150 0.38
C -2.179 -0.140 0.051 -1.15
C 0.040 -1.363 1.658 -1.77
C 0.246 -0.962 0.201 0.06
C -0.297 1.460 0.417 0.02
C 1.698 -0.520 -0.019 -1.25
C 2.643 -1.679 -0.103 0.25
C -5.146 -0.709 -0.792 -1.17
C -3.110 0.822 -0.685 -0.52
C -4.582 0.626 -0.319 -0.53
H 2.024 0.138 0.789 0.56
H -0.582 0.307 -1.330 0.47
H -2.346 -0.045 1.124 0.45
H 1.798 0.055 -0.943 0.57
H -2.987 0.698 -1.763 0.28
H -5.162 1.433 -0.772 0.35
H 0.054 -1.835 -0.432 0.57
H 0.805 -2.079 1.949 0.49
H 0.103 -0.493 2.307 0.34
H -4.998 -0.826 -1.864 0.29
H -4.664 -1.540 -0.284 0.30
H 6.922 2.388 -0.162 0.44
H -0.928 -1.832 1.799 0.38
H -6.213 -0.761 -0.586 0.37
H 4.609 -2.159 -0.222 0.24
H -2.823 1.847 -0.435 0.31
H 0.677 3.061 0.022 0.38
H -4.696 0.706 0.764 0.31
H -2.392 -1.166 -0.249 0.41

Q:
38
Properties=species:S:1:pos:R:3:mulliken_charge:R:1 method="wB97M-V/def2-TZVPD" gap_ev=8.4467 lumo_ev=0.57 e_homo_ev=-7.9 smiles="CCCOC[C@@H]1C[C@@H](CCc2nc(=S)[nH][nH]2)C(=O)O1"
S -3.800 -1.653 0.612 -0.43
O 1.791 0.123 1.848 -0.26
O -0.236 0.327 -0.198 -0.28
O -0.218 1.584 -2.028 -0.67
N -2.743 0.435 -2.396 -0.14
N -2.230 -1.556 -1.581 -0.42
N -3.457 0.245 -1.227 -0.11
C 1.519 -1.160 -0.672 -1.33
C 1.138 1.490 3.801 -0.44
C 2.117 0.494 3.171 -0.61
C 0.984 2.737 2.938 -0.88
C 0.331 -0.904 0.263 0.38
C -1.968 -0.679 -2.502 0.12
C 0.700 -0.758 1.735 -0.98
C 1.078 -0.484 -1.969 0.55
C 0.153 0.604 -1.433 0.31
C -0.930 -0.853 -3.553 -0.52
C 0.333 -1.450 -2.919 -1.28
C -3.160 -1.006 -0.745 0.10
H -0.446 -1.674 0.162 0.37
H -1.305 -1.548 -4.308 0.42
H -2.429 1.363 -2.652 0.38
H 3.104 0.957 3.086 0.34
H 1.521 1.756 4.788 0.38
H -0.722 0.106 -4.028 0.30
H 0.641 2.461 1.944 0.09
H 0.961 -1.748 2.141 0.41
H 1.936 3.253 2.842 0.31
H 1.901 -0.006 -2.503 0.55
H 0.261 3.419 3.379 0.35
H 2.398 -0.666 -0.256 0.35
H 1.014 -1.767 -3.708 0.46
H -4.163 0.881 -0.900 0.20
H 2.200 -0.403 3.802 0.34
H 0.020 -2.332 -2.358 0.44
H -0.180 -0.382 2.269 0.40
H 1.723 -2.222 -0.788 0.50
H 0.164 1.018 3.941 0.28

Quick one: least stable of them? Q

P:
9
Properties=species:S:1:pos:R:3:mulliken_charge:R:1 method="wB97M-V/def2-TZVPD" gap_ev="7.1455 / 7.6267" lumo_ev="-1.46 / -1.09" e_homo_ev="-8.6 / -8.7"
S -0.749 -1.247 -1.224 0.13
S -0.271 1.999 1.708 -0.08
O 1.935 -0.947 -1.629 -0.49
N -1.097 -1.105 0.290 -0.44
N 0.210 0.987 0.619 -0.13
C 0.987 -0.534 -0.991 0.29
C 1.163 0.505 -0.042 0.03
H -2.060 -1.075 0.531 0.25
H 2.093 0.975 0.167 0.45

Q:
9
Properties=species:S:1:pos:R:3:mulliken_charge:R:1 method="wB97M-V/def2-TZVPD" gap_ev=7.9680 lumo_ev=-0.58 e_homo_ev=-8.5 smiles="S=c1ncon1S"
S 2.283 -0.421 -0.119 -0.03
S 0.750 2.507 -0.219 -0.37
O -0.250 -1.077 -0.367 -0.24
N -1.438 0.777 0.135 -0.43
N 0.651 -0.043 -0.257 0.10
C -0.067 1.122 0.044 0.24
C -1.485 -0.561 -0.171 0.15
H 1.845 -1.070 1.283 0.18
H -2.288 -1.235 -0.329 0.39

R:
9
Properties=species:S:1:pos:R:3:mulliken_charge:R:1 method="wB97M-V/def2-TZVPD" gap_ev=9.6296 lumo_ev=0.50 e_homo_ev=-9.1 smiles=Sc1nnc(S)o1
S 2.307 -0.712 -1.250 -0.23
S -2.302 1.383 0.489 -0.21
O 0.121 0.504 -0.380 -0.27
N 0.463 -1.267 0.859 -0.35
N -0.715 -0.664 1.230 -0.36
C 0.876 -0.575 -0.130 0.51
C -0.908 0.307 0.412 0.60
H -1.959 2.122 -0.537 0.14
H 2.868 -1.765 -0.567 0.17

S:
9
Properties=species:S:1:pos:R:3:mulliken_charge:R:1 method="wB97M-V/def2-TZVPD" gap_ev=9.2306 lumo_ev=0.12 e_homo_ev=-9.1 smiles="O=C1SN=CNS1"
S -1.618 0.042 0.974 -0.01
S 0.009 -0.020 -1.598 -0.04
O -2.527 0.689 -1.385 -0.46
N 1.060 0.285 -0.273 -0.37
N -0.149 -0.671 1.466 -0.43
C 0.941 -0.440 0.883 0.19
C -1.545 0.344 -0.776 0.47
H 1.955 0.544 -0.599 0.29
H 1.875 -0.773 1.306 0.36

Quick one: least stable of them? P